DFT (wB97M-V/def2-TZVPD) results for a cluster of 2 separate species, C6H18NO in total.

Each line ends with the natural charge from an NBO analysis.
CARTESIAN COORDINATES (ANGSTROEM)
1 C -0.63 2.66 -1.82  -0.60
2 C 0.04 2.08 -0.51  -0.43
3 C 0.33 0.63 -0.69  -0.45
4 C 1.38 0.00 0.19  -0.44
5 C 1.69 -1.48 0.12  -0.42
6 C 0.96 -2.33 1.23  -0.22
7 N -0.44 -1.74 1.40  -0.72
8 H -1.02 1.75 -2.26  0.20
9 H -1.28 3.43 -1.58  0.22
10 H 0.25 3.01 -2.40  0.23
11 H -0.50 2.46 0.38  0.21
12 H 0.95 2.65 -0.30  0.22
13 H -0.62 0.06 -0.77  0.21
14 H 0.84 0.55 -1.66  0.22
15 H 2.35 0.51 0.11  0.25
16 H 1.24 0.33 1.27  0.19
17 H 1.37 -1.78 -0.88  0.22
18 H 2.77 -1.50 0.24  0.25
19 H 1.40 -2.40 2.18  0.23
20 H 0.90 -3.34 0.80  0.23
21 H -0.62 -0.83 0.89  0.49
22 H -1.12 -2.37 0.90  0.45
23 H -0.75 -1.62 2.37  0.45
24 H -3.46 0.13 0.12  0.50
25 H -2.27 0.99 -0.34  0.49
26 O -2.49 0.10 -0.01  -0.98

Its charge is +1. The relative energy (zero: lowest compared OMol25 entry of this formula, charge and spin) comes out at 143.8 kJ/mol. The HOMO energy is -14.248 eV.


DFT (wB97M-V/def2-TZVPD) results for an isolated molecule of C5H6O2.

Each line ends with the natural charge from an NBO analysis.
CARTESIAN COORDINATES (ANGSTROEM)
1 O 0.97 -1.81 1.77  -0.69
2 C -0.39 -1.44 1.72  -0.13
3 C -0.63 -0.37 0.73  -0.04
4 C -0.20 0.53 -0.03  -0.24
5 C 0.04 1.50 -1.00  -0.47
6 C 0.45 1.08 -2.33  0.37
7 O 0.88 1.84 -3.19  -0.55
8 H 1.49 -1.01 1.88  0.47
9 H -0.76 -1.09 2.70  0.20
10 H -0.95 -2.34 1.46  0.22
11 H 0.01 2.55 -0.74  0.25
12 H -1.30 0.55 -0.46  0.50
13 H 0.39 -0.01 -2.51  0.11

Its charge is 0. The relative energy (zero: lowest compared OMol25 entry of this formula, charge and spin) comes out at 551.6 kJ/mol. The HOMO energy (spin up / spin down) is -8.343 / -8.342 eV.


DFT (wB97M-V/def2-TZVPD) results for an isolated molecule of C7H8O.

Each line ends with the natural charge from an NBO analysis.
CARTESIAN COORDINATES (ANGSTROEM)
1 C -1.37 1.65 -0.20  -0.38
2 C -0.38 0.77 -0.26  -0.04
3 C 1.09 0.87 -0.35  0.04
4 C 1.47 0.01 0.87  -0.42
5 C 1.00 -0.98 -0.15  0.04
6 C -0.48 -0.74 -0.26  -0.02
7 C -1.56 -1.56 -0.17  -0.38
8 H -2.36 1.26 -0.09  0.21
9 H -1.14 2.73 -0.07  0.21
10 H 1.45 1.85 -0.60  0.20
11 H 2.53 -0.10 1.02  0.22
12 H 0.97 0.24 1.81  0.22
13 H 1.37 -2.00 -0.09  0.20
14 H -2.60 -1.20 -0.20  0.20
15 H -1.45 -2.59 0.01  0.20
16 O 1.47 -0.21 -1.28  -0.49

Its charge is 0. The relative energy (zero: lowest compared OMol25 entry of this formula, charge and spin) comes out at 324.2 kJ/mol. The HOMO energy is -8.950 eV.


DFT (wB97M-V/def2-TZVPD) results for an isolated molecule of C5H9NO.

Each line ends with the natural charge from an NBO analysis.
CARTESIAN COORDINATES (ANGSTROEM)
1 N -1.59 -1.66 0.14  -0.63
2 C -0.97 -0.72 -0.40  0.56
3 C -1.04 0.72 0.00  -0.48
4 C 0.09 1.12 0.97  -0.38
5 C 1.50 0.95 0.41  -0.61
6 C 0.62 -1.94 -1.80  0.17
7 O -0.08 -0.87 -1.53  -0.52
8 H -1.40 -2.57 -0.28  0.35
9 H -1.00 1.33 -0.90  0.23
10 H -2.01 0.87 0.48  0.24
11 H -0.02 0.54 1.89  0.21
12 H -0.08 2.17 1.24  0.21
13 H 1.62 1.51 -0.53  0.21
14 H 2.24 1.32 1.12  0.22
15 H 0.38 -2.69 -0.99  0.03
16 H 1.74 -0.09 0.20  0.20

Its charge is 0. The relative energy (zero: lowest compared OMol25 entry of this formula, charge and spin) comes out at 394.6 kJ/mol. The HOMO energy is -9.014 eV.


DFT (wB97M-V/def2-TZVPD) results for a structure of composition C3H2FeO2.

Each line ends with the natural charge from an NBO analysis.
CARTESIAN COORDINATES (ANGSTROEM)
1 O -0.91 -0.45 0.07  -0.60
2 C -1.08 0.46 -0.92  0.08
3 C -0.07 1.36 -0.90  -0.01
4 O 0.80 1.11 0.16  -0.48
5 C 0.45 0.09 0.92  0.29
6 Fe 1.11 -2.01 0.22  0.27
7 H -2.10 0.70 -1.21  0.22
8 H -0.08 2.39 -1.25  0.22

Its spin multiplicity is 5. Its charge is 0. The relative energy (zero: lowest compared OMol25 entry of this formula, charge and spin) comes out at 18.8 kJ/mol. Its expectation value of S² is 6.05. The HOMO energy (spin up / spin down) is -6.204 / -6.928 eV.


DFT (wB97M-V/def2-TZVPD) results for a cluster of 8 separate species, C42H77BrN2O17 in total.

Each line ends with the Mulliken charge.
CARTESIAN COORDINATES (ANGSTROEM)
1 N 1.00 3.98 0.16  -0.47
2 C 1.67 2.74 -0.41  -0.39
3 C 2.70 1.98 0.61  -0.04
4 C 3.43 2.93 1.72  -0.56
5 C 4.92 3.47 1.30  -0.35
6 C 5.08 3.98 -0.25  -0.67
7 C 4.61 5.53 -0.53  0.50
8 C 5.24 6.71 0.13  0.36
9 C 6.43 6.61 1.24  -0.66
10 C 5.79 7.26 2.64  -0.50
11 C 6.92 7.49 3.82  -0.56
12 Br 6.34 8.89 5.17  -0.20
13 C 4.71 8.22 -0.28  0.05
14 O 5.55 9.25 -0.38  -0.59
15 C 3.10 8.38 -0.59  -0.15
16 O 2.39 9.62 -0.20  -0.54
17 C 2.44 7.21 -1.28  0.39
18 N 0.97 7.29 -1.64  -0.42
19 C 3.38 5.87 -1.62  0.14
20 O 3.17 5.09 -2.71  -0.58
21 H 0.42 3.77 1.00  0.22
22 H 0.37 4.41 -0.56  0.19
23 H 0.79 1.97 -0.64  0.31
24 H 2.16 2.96 -1.47  0.17
25 H 2.17 1.04 1.12  0.35
26 H 3.56 1.51 -0.06  -0.35
27 H 2.81 3.85 2.08  0.41
28 H 3.59 2.25 2.69  0.12
29 H 5.26 4.24 2.12  0.17
30 H 5.66 2.54 1.42  0.22
31 H 6.24 3.92 -0.53  0.43
32 H 4.53 3.29 -1.04  0.16
33 H 6.87 5.54 1.42  0.23
34 H 7.30 7.34 0.93  0.48
35 H 5.31 8.33 2.44  0.39
36 H 4.87 6.58 3.00  0.24
37 H 7.88 7.93 3.29  0.35
38 H 7.10 6.47 4.36  0.34
39 H 2.16 9.47 0.79  0.38
40 H 0.44 6.43 -1.38  0.14
41 H 0.52 8.16 -1.30  0.32
42 C 4.88 -1.76 5.74  -0.98
43 C 3.68 -1.59 4.82  -0.37
44 O 3.99 -0.68 3.75  -0.37
45 C 4.58 -1.03 2.58  0.79
46 C 5.25 -2.37 2.49  -0.97
47 O 4.65 -0.23 1.65  -0.43
48 H 5.73 -2.19 5.21  0.27
49 H 4.63 -2.41 6.58  0.37
50 H 5.20 -0.79 6.12  0.29
51 H 3.31 -2.54 4.43  0.33
52 H 2.86 -1.14 5.38  0.31
53 H 6.30 -2.27 2.76  0.27
54 H 5.17 -2.72 1.45  0.11
55 H 4.78 -3.14 3.10  0.37
56 C 1.98 9.35 -3.98  -0.25
57 C 2.17 10.65 -4.73  -0.71
58 O 1.34 10.69 -5.90  -0.35
59 C 0.05 11.10 -5.92  0.71
60 C -0.68 11.25 -4.61  -0.85
61 O -0.54 11.28 -6.98  -0.58
62 H 0.95 9.24 -3.62  0.16
63 H 2.65 9.30 -3.12  0.02
64 H 2.18 8.50 -4.64  0.27
65 H 2.00 11.53 -4.10  0.39
66 H 3.20 10.72 -5.08  0.34
67 H -1.19 10.31 -4.38  0.22
68 H -1.42 12.05 -4.71  0.31
69 H -0.04 11.53 -3.78  0.31
70 C 3.58 -1.15 -4.89  -0.99
71 C 2.74 -1.55 -3.69  -0.27
72 O 3.35 -2.63 -2.96  -0.36
73 C 4.29 -2.46 -2.00  0.95
74 C 4.96 -1.12 -1.86  -0.92
75 O 4.64 -3.41 -1.30  -0.59
76 H 4.56 -0.78 -4.58  0.27
77 H 3.08 -0.38 -5.47  0.37
78 H 3.76 -2.02 -5.53  0.31
79 H 2.51 -0.70 -3.03  0.23
80 H 1.77 -1.93 -4.04  0.33
81 H 5.87 -1.11 -2.46  0.29
82 H 5.22 -0.97 -0.81  0.15
83 H 4.32 -0.28 -2.14  0.21
84 C 2.14 -6.03 -1.56  -0.65
85 C 1.94 -6.62 -0.17  -0.47
86 O 1.80 -5.58 0.81  -0.42
87 C 0.63 -4.98 1.12  0.81
88 C -0.54 -5.16 0.21  -0.68
89 O 0.56 -4.23 2.09  -0.63
90 H 1.27 -5.45 -1.87  0.22
91 H 2.30 -6.82 -2.29  0.39
92 H 3.00 -5.36 -1.56  0.08
93 H 1.10 -7.33 -0.13  0.39
94 H 2.83 -7.19 0.10  0.34
95 H -0.56 -4.35 -0.53  0.26
96 H -1.46 -5.11 0.81  0.07
97 H -0.56 -6.12 -0.30  0.30
98 C -6.21 -4.52 2.44  -0.50
99 C -5.18 -4.00 1.46  -0.55
100 O -4.24 -5.04 1.11  -0.34
101 C -4.44 -5.95 0.12  0.84
102 C -5.82 -6.10 -0.46  -1.07
103 O -3.53 -6.69 -0.24  -0.58
104 H -6.81 -5.32 2.01  0.25
105 H -6.88 -3.71 2.75  -0.03
106 H -5.72 -4.93 3.33  0.31
107 H -5.63 -3.56 0.57  0.36
108 H -4.59 -3.21 1.93  0.39
109 H -6.35 -6.88 0.09  0.27
110 H -5.72 -6.40 -1.51  0.29
111 H -6.40 -5.18 -0.45  0.37
112 C -6.02 -9.99 -1.38  -0.69
113 C -7.21 -9.82 -2.31  -0.47
114 O -6.91 -8.91 -3.38  -0.38
115 C -6.31 -9.26 -4.54  0.76
116 C -5.65 -10.61 -4.63  -0.91
117 O -6.25 -8.47 -5.47  -0.59
118 H -5.16 -10.42 -1.91  0.28
119 H -6.27 -10.64 -0.54  0.37
120 H -5.70 -9.02 -1.00  0.04
121 H -7.58 -10.78 -2.69  0.38
122 H -8.04 -9.38 -1.74  0.32
123 H -4.60 -10.51 -4.36  0.24
124 H -5.72 -10.96 -5.67  0.30
125 H -6.12 -11.37 -4.02  0.33
126 C -9.47 -1.54 5.71  -1.04
127 C -9.05 -1.79 4.28  -0.36
128 O -9.10 -3.19 3.96  -0.33
129 C -10.21 -3.84 3.55  0.77
130 C -11.54 -3.17 3.69  -0.98
131 O -10.13 -5.00 3.13  -0.57
132 H -10.50 -1.84 5.89  0.27
133 H -9.37 -0.48 5.96  0.36
134 H -8.84 -2.12 6.40  0.31
135 H -9.63 -1.20 3.56  0.37
136 H -8.01 -1.48 4.15  0.32
137 H -11.99 -3.45 4.65  0.26
138 H -12.19 -3.51 2.87  0.30
139 H -11.50 -2.08 3.60  0.33

Its charge is 0. As for the SMILES: NCCCCCC1=C(CCCBr)C(=O)C(O)=C(N)C1=O.CCOC(C)=O.CCOC(C)=O.CCOC(C)=O.CCOC(C)=O.CCOC(C)=O.CCOC(C)=O.CCOC(C)=O. The HOMO energy is -8.891 eV.


DFT (wB97M-V/def2-TZVPD) results for a structure of composition C35H42Ge2N2PdSSi.

Each line ends with the Mulliken spin population.
CARTESIAN COORDINATES (ANGSTROEM)
1 Pd 0.15 0.63 1.17  1.18
2 C 3.79 2.53 0.18  -0.01
3 C 2.65 2.26 1.10  0.08
4 C 1.60 3.17 1.23  0.09
5 C 0.62 3.01 2.21  0.04
6 C 0.72 1.95 3.13  0.08
7 C 1.76 1.02 3.00  0.06
8 C 2.69 1.15 1.96  0.02
9 H 4.60 2.96 0.76  0.01
10 H 3.51 3.25 -0.59  0.00
11 H 4.17 1.63 -0.30  0.01
12 H 1.57 4.04 0.59  0.01
13 H -0.16 3.75 2.33  0.00
14 H 0.05 1.91 3.99  0.00
15 H 1.90 0.25 3.75  -0.02
16 H 3.51 0.45 1.90  0.00
17 C 2.73 -1.67 -1.93  0.09
18 Ge 1.06 -1.22 -2.97  0.37
19 C -0.14 -2.81 -3.02  0.02
20 C 1.22 -0.51 -4.83  0.04
21 Ge 0.24 0.89 -1.25  0.58
22 C 1.26 2.28 -2.32  0.21
23 C 0.78 3.58 -2.29  0.02
24 C 1.49 4.59 -2.92  0.00
25 C 2.65 4.28 -3.62  0.05
26 C 3.14 2.99 -3.63  -0.01
27 C 2.45 1.98 -2.98  -0.01
28 C -1.56 1.23 -2.18  0.19
29 C -2.34 2.22 -1.62  0.03
30 C -3.60 2.50 -2.15  0.03
31 C -4.05 1.79 -3.25  0.00
32 C -3.26 0.80 -3.81  0.01
33 C -2.00 0.53 -3.29  -0.02
34 H 2.71 -2.74 -1.73  0.01
35 H 2.79 -1.14 -0.98  -0.01
36 H 3.62 -1.46 -2.51  0.01
37 H 0.19 -3.39 -3.88  0.01
38 H -1.19 -2.57 -3.17  0.00
39 H -0.05 -3.43 -2.13  0.00
40 H 1.92 -1.16 -5.34  0.01
41 H 1.58 0.51 -4.92  0.00
42 H 0.26 -0.57 -5.33  0.00
43 H -0.14 3.82 -1.78  -0.01
44 H 1.13 5.60 -2.88  0.00
45 H 3.16 5.06 -4.19  0.00
46 H 4.05 2.75 -4.16  0.00
47 H 2.86 0.98 -2.96  -0.02
48 H -1.99 2.78 -0.75  0.01
49 H -4.19 3.28 -1.71  0.00
50 H -5.00 2.03 -3.69  0.00
51 H -3.60 0.23 -4.67  0.00
52 H -1.39 -0.23 -3.75  0.00
53 N -4.80 1.27 1.64  0.03
54 C -3.67 0.72 1.22  -0.02
55 N -3.68 -0.37 0.45  0.01
56 S -2.20 1.46 1.65  0.37
57 H -5.70 0.88 1.41  0.00
58 H -4.78 2.09 2.22  0.00
59 H -4.54 -0.85 0.20  0.00
60 H -2.81 -0.79 0.17  0.00
61 C -4.13 -3.24 2.98  0.07
62 C -3.54 -3.82 1.88  0.00
63 C -2.26 -3.44 1.50  0.04
64 C -1.62 -2.43 2.20  0.09
65 C -2.21 -1.84 3.31  0.06
66 C -3.48 -2.24 3.70  0.00
67 Si 0.08 -1.77 1.54  0.32
68 C 1.24 -2.65 2.84  0.33
69 C 2.30 -3.35 2.31  0.06
70 C 3.28 -3.83 3.17  0.07
71 C 3.13 -3.68 4.54  0.21
72 C 2.06 -2.98 5.07  0.01
73 C 1.09 -2.48 4.21  0.11
74 H -5.09 -3.60 3.32  0.00
75 H -4.05 -4.59 1.33  0.00
76 H -1.78 -3.92 0.66  0.00
77 H -1.70 -1.07 3.87  0.01
78 H -3.93 -1.80 4.57  0.00
79 H 0.28 -2.57 0.27  0.06
80 H 2.40 -3.50 1.25  0.00
81 H 4.14 -4.33 2.75  0.01
82 H 3.84 -4.17 5.20  0.00
83 H 1.96 -2.85 6.13  0.00
84 H 0.24 -1.98 4.63  0.00

Its spin multiplicity is 6. Its charge is +3. Its expectation value of S² is 8.79. The HOMO energy (spin up / spin down) is -14.973 / -16.098 eV.


DFT (wB97M-V/def2-TZVPD) results for a cluster of 3 separate species, C3H14N2O2 in total.

Each line ends with the natural charge from an NBO analysis.
CARTESIAN COORDINATES (ANGSTROEM)
1 C -0.60 -2.37 0.84  -0.61
2 C -0.35 -0.95 0.35  -0.08
3 N -0.93 0.06 1.20  -0.87
4 C -0.89 -0.68 -1.10  -0.21
5 N -0.39 0.53 -1.75  -0.85
6 H -0.18 -3.13 0.17  0.21
7 H -0.15 -2.51 1.83  0.21
8 H -1.68 -2.62 0.89  0.21
9 H 0.73 -0.76 0.20  0.19
10 H -1.50 0.78 0.78  0.36
11 H -0.48 0.53 1.97  0.36
12 H -1.99 -0.61 -1.01  0.18
13 H -0.61 -1.50 -1.76  0.20
14 H 0.56 0.38 -2.07  0.36
15 H -0.17 1.36 -1.21  0.36
16 O 0.49 2.55 0.69  -0.97
17 H 0.45 3.37 1.19  0.48
18 H -0.06 1.89 1.14  0.47
19 O 2.61 0.81 -0.69  -0.95
20 H 3.22 1.40 -1.14  0.46
21 H 1.91 1.47 -0.52  0.48

Its charge is 0. As for the SMILES: C[C@H](N)CN.O.O. The relative energy (zero: lowest compared OMol25 entry of this formula, charge and spin) comes out at 96.5 kJ/mol. The HOMO energy is -8.998 eV.